1.
C23H63Hg2NO21 | ωB97M-V/def2-TZVPD

The geometry in XYZ format:
```
110
Properties=species:S:1:pos:R:3
Hg 3.2316 0.9402 0.5341
Hg 2.1528 -1.0179 -3.0091
C 0.7955 0.2838 -0.8887
O 0.7741 0.6398 -2.0974
O 0.9986 1.1806 -0.0054
O 1.4268 -0.8057 -0.6104
C 1.5861 -4.8858 -0.3256
C 2.0259 -5.5994 0.9803
O 1.1619 -5.2205 2.0259
O 2.3276 -5.3679 -1.4681
H 1.8613 -3.8301 -0.2309
H 0.5157 -4.8611 -0.5224
H 3.1040 -5.4889 1.1246
H 1.8815 -6.6577 0.7583
H 1.1344 -4.2570 2.0760
H 3.2615 -5.2152 -1.2926
C 0.1045 3.8244 -3.4089
C -1.2010 3.8369 -2.6247
O -1.6358 2.5137 -2.2844
O 1.1556 3.3884 -2.5632
H 0.2706 4.8346 -3.7839
H 0.0732 3.1815 -4.2911
H -1.9784 4.4029 -3.1388
H -1.0724 4.3978 -1.6966
H -0.9593 2.1611 -1.6976
H 1.0452 2.4275 -2.5210
C 0.8279 -0.9149 2.7916
C 2.1906 -0.7103 3.4702
O 3.2520 -0.3820 2.5468
O 0.9419 -1.9406 1.8030
H 0.5345 -0.0070 2.2629
H 0.0938 -1.2188 3.5363
H 2.5259 -1.6868 3.8241
H 2.2062 0.0109 4.2855
H 3.6115 -1.2559 2.3649
H 1.1678 -1.5700 0.9389
C -2.8824 0.6353 -4.9881
C -3.7460 1.8527 -4.7654
O -4.1400 1.9302 -3.4063
O -1.5030 0.9494 -4.8352
H -2.8587 0.3106 -6.0296
H -3.1795 -0.1612 -4.3029
H -4.6133 1.8579 -5.4264
H -3.2227 2.7552 -5.0935
H -3.3519 2.1718 -2.9093
H -1.3466 1.3657 -3.9753
C -0.4790 -2.0592 -3.7006
C 0.2841 -3.3710 -3.6185
O 1.5357 -3.2629 -2.9638
O 0.1366 -1.1620 -4.6223
H -0.4539 -1.5603 -2.7271
H -1.5165 -2.2446 -3.9788
H 0.4392 -3.7414 -4.6342
H -0.3744 -4.1259 -3.1861
H 1.8276 -4.1093 -2.5594
H -0.5745 -0.4945 -4.7536
C 5.1756 3.4754 -2.1838
C 4.1156 4.1039 -1.2833
O 3.2716 3.1249 -0.6861
O 4.5618 2.5435 -3.0891
H 5.8523 2.9411 -1.5147
H 5.6654 4.2647 -2.7506
H 3.5817 4.9567 -1.7009
H 4.6578 4.5006 -0.4205
H 2.5076 3.2372 -1.2799
H 4.4599 1.7390 -2.5765
C 4.9846 2.8706 2.5014
C 3.6233 2.8538 3.1929
O 2.6855 2.4798 2.1779
O 5.1942 1.7097 1.6626
H 5.7752 3.0161 3.2361
H 4.9347 3.7716 1.8885
H 3.4258 3.8374 3.6241
H 3.4896 2.2431 4.0883
H 1.8091 2.4312 2.5933
H 6.1034 1.3983 1.6819
C -1.4680 2.7326 2.3248
C -0.6786 3.1471 3.5875
O 0.3925 2.1834 3.8319
O -0.6980 3.1454 1.1947
H -2.4764 3.1431 2.3526
H -1.5551 1.6544 2.1732
H -1.3171 3.2947 4.4608
H -0.3314 4.1747 3.4690
H 0.2229 1.8501 4.7172
H -0.0194 2.4753 1.0532
C -6.3579 -2.5554 4.3876
O -5.5138 -2.8738 3.2814
C -4.3136 -3.4498 3.7128
C -3.7020 -4.0695 2.4593
N -3.4307 -3.1723 1.3103
C -2.1057 -2.5224 1.4306
C -2.0036 -1.2775 0.4975
O -3.2819 -0.6780 0.3899
C -3.3081 0.3400 -0.5881
H -5.8272 -1.9338 5.1131
H -6.6848 -3.4465 4.9272
H -7.2283 -2.0091 4.0296
H -4.4438 -4.1265 4.5592
H -3.6033 -2.6700 4.0147
H -4.4012 -4.7917 2.0361
H -2.7707 -4.5980 2.6710
H -3.9941 -2.3312 1.3745
H -1.3060 -3.2466 1.2794
H -2.1207 -2.1910 2.4748
H -1.7854 -1.6571 -0.5058
H -1.3042 -0.5459 0.9104
H -2.7147 1.1791 -0.2099
H -4.3269 0.6666 -0.7812
H -2.7919 -0.0064 -1.4877
```

The net charge is +2. As for the spin multiplicity: 1. As for the LUMO energy: -9.4 eV.

---

2.
C23H63LiO12 | ωB97M-V/def2-TZVPD

The geometry in XYZ format:
```
99
Properties=species:S:1:pos:R:3
Li -3.5417 2.4847 2.7843
C -0.4279 0.5234 0.6017
C -1.6064 0.6340 1.5695
O -1.6548 1.8291 2.2894
H -0.3528 -0.4725 0.1651
H 0.5086 0.6619 1.1419
H -0.3934 1.1743 -0.2719
H -1.6145 -0.2384 2.2228
H -2.5400 0.5797 1.0096
C -0.0399 -3.5482 1.6237
C -0.2898 -3.4426 3.1240
C -1.2644 -4.5593 3.5756
O 0.9161 -3.6074 3.7237
H 0.8931 -3.0578 1.3461
H -0.8693 -3.0585 1.1134
H 0.0362 -4.5284 1.1530
H -0.6046 -2.4564 3.4654
H -1.3472 -4.6505 4.6587
H -0.8631 -5.4976 3.1926
H -2.2754 -4.4531 3.1823
H 1.5512 -3.0373 3.2842
C 0.0436 -2.3163 -2.6816
C -0.2837 -2.5998 -4.1661
C 0.9388 -2.6262 -5.0948
O -0.8384 -3.8938 -4.1565
H -0.8519 -2.4186 -2.0686
H 0.3799 -1.3074 -2.4428
H 0.8237 -3.0334 -2.4263
H -0.9901 -1.8735 -4.5683
H 1.6928 -3.3458 -4.7758
H 1.3714 -1.6257 -5.0898
H 0.6983 -2.8104 -6.1419
H -1.3483 -3.9190 -4.9695
C 3.2903 1.5566 -2.6685
C 1.9927 2.3035 -2.2119
C 2.1177 3.7919 -2.4225
O 1.0303 1.8271 -3.0702
H 3.5501 1.8633 -3.6816
H 3.1086 0.4854 -2.5804
H 4.0712 1.9161 -1.9984
H 1.7552 2.1153 -1.1649
H 2.8196 4.1779 -1.6832
H 1.1494 4.2921 -2.4030
H 2.5493 3.9179 -3.4154
H 1.4081 2.1949 -3.8725
C 2.7373 -1.6094 -0.6246
C 3.6719 -1.5669 0.5315
C 4.5069 -0.2259 0.5232
O 3.0551 -1.7631 1.7829
H 2.2542 -2.5808 -0.5199
H 3.3361 -1.6273 -1.5353
H 2.0845 -0.7396 -0.6983
H 4.2760 -2.4387 0.2801
H 5.1498 -0.2112 1.4032
H 3.7880 0.5882 0.6152
H 5.0217 -0.2120 -0.4375
H 3.7699 -1.8872 2.4116
C -2.6446 3.5619 -1.1584
C -2.7832 2.6671 -2.4226
C -3.3790 1.3481 -2.1563
O -3.5719 3.3106 -3.4078
H -2.0552 3.1178 -0.3562
H -3.6513 3.7352 -0.7783
H -2.0758 4.4184 -1.5206
H -1.7895 2.5390 -2.8518
H -3.1606 0.5808 -2.8990
H -4.4512 1.3969 -1.9664
H -2.9264 0.9326 -1.2560
H -3.5110 2.8134 -4.2268
C 0.3916 4.6299 0.8858
C 1.8480 4.8177 1.1856
O 2.3908 3.6198 1.7709
O -0.4584 4.3634 2.0197
H 0.2256 3.7666 0.2414
H 0.0840 5.5663 0.4204
H 1.8395 5.6426 1.8981
H 2.3008 5.2421 0.2895
H 1.8393 3.3441 2.5066
H -0.8673 3.4949 2.0184
C 0.9849 -0.0872 5.1268
C 1.3111 0.5998 3.8090
O 0.8271 1.9385 3.6768
O 1.7742 0.3798 6.1398
H 1.2000 -1.1432 4.9632
H -0.0822 0.0176 5.3229
H 0.9505 -0.0338 2.9987
H 2.3861 0.6142 3.6290
H -0.0216 1.8387 3.2393
H 1.3127 0.3499 6.9811
C -3.5176 -2.2504 -0.2101
C -4.9727 -2.2119 -0.7535
O -5.9118 -2.2913 0.2956
O -3.2085 -3.5242 0.2641
H -3.4079 -1.5112 0.5834
H -2.8329 -1.9791 -1.0137
H -5.1586 -2.9956 -1.4881
H -5.1718 -1.2259 -1.1733
H -5.8467 -3.1347 0.7494
H -2.5580 -3.9358 -0.3096
```

The net charge is 0. As for the spin multiplicity: 1. As for the LUMO energy: -1.3 eV.

---

3.
C23H63N5O6 | ωB97M-V/def2-TZVPD

The geometry in XYZ format:
```
97
Properties=species:S:1:pos:R:3
C 3.7604 -3.9900 -7.0526
O 4.0886 -4.8909 -5.9413
C 3.3828 -6.1176 -6.0641
C 3.7538 -7.1891 -4.9787
C 3.7549 -6.7139 -3.4689
N 5.0715 -7.6212 -5.2495
H 2.8164 -3.4685 -6.8939
H 3.8160 -4.6754 -7.8982
H 4.5672 -3.2608 -6.9795
H 2.3032 -6.0129 -5.9570
H 3.6656 -6.4986 -7.0454
H 3.0639 -7.9861 -5.2560
H 2.8531 -6.1113 -3.3607
H 4.5501 -6.0130 -3.2152
H 3.6948 -7.4678 -2.6840
H 5.3983 -8.0037 -4.3738
H 5.7102 -6.8399 -5.2088
C -3.0400 8.0626 -0.9224
O -4.0065 8.9428 -0.3723
C -3.5975 10.3106 -0.2562
C -4.7333 11.2478 0.2371
C -6.0658 11.0212 -0.4517
N -4.3106 12.6590 0.1862
H -3.3247 7.0278 -0.7319
H -2.0703 8.2227 -0.4509
H -3.0044 8.2639 -1.9930
H -2.6916 10.1669 0.3328
H -3.2054 10.5155 -1.2523
H -4.9066 11.0523 1.2954
H -6.3929 10.0063 -0.2256
H -6.1709 11.1389 -1.5302
H -6.8543 11.6785 -0.0852
H -4.1348 12.7895 -0.7998
H -3.3570 12.6638 0.5190
C 6.1783 0.7600 2.9299
O 5.4160 0.9131 4.1261
C 6.0523 0.5043 5.3449
C 5.0688 0.3501 6.5217
C 5.5617 -0.1105 7.8581
N 3.9773 -0.5163 6.2108
H 5.8856 -0.1821 2.4664
H 7.2379 0.8523 3.1681
H 5.9654 1.6352 2.3159
H 6.5264 -0.4713 5.2374
H 6.7478 1.3262 5.5145
H 4.5849 1.3225 6.6123
H 6.4914 0.3968 8.1159
H 5.7616 -1.1821 7.8576
H 4.8373 -0.0042 8.6655
H 3.9402 -0.5104 5.2015
H 4.2853 -1.4536 6.4270
C -5.6261 2.1742 0.9372
O -5.4105 0.9635 1.6832
C -4.0722 0.5610 1.9341
C -3.3295 1.4173 2.9467
C -1.9868 0.8661 3.2920
N -4.0028 1.5725 4.1772
H -6.6439 2.1460 0.5482
H -5.0554 2.1998 0.0089
H -5.3964 3.0378 1.5613
H -4.0741 -0.5095 2.1397
H -3.4743 0.4570 1.0287
H -3.2271 2.4199 2.5315
H -1.5349 0.5762 2.3434
H -2.1020 -0.0065 3.9350
H -1.3364 1.6028 3.7635
H -4.0945 0.6469 4.5709
H -4.9089 1.6683 3.7415
C -3.4549 -4.4435 -1.8622
O -2.4409 -4.8419 -0.8678
C -2.3090 -6.2537 -0.6539
C -1.5406 -6.6239 0.6442
C -1.3488 -8.0959 0.9494
N -2.1179 -6.0502 1.8200
H -3.2863 -3.4239 -2.2088
H -4.4150 -4.4679 -1.3466
H -3.5163 -5.0716 -2.7509
H -3.1853 -6.8690 -0.8579
H -1.7487 -6.6095 -1.5185
H -0.5121 -6.2681 0.5826
H -1.0585 -8.6473 0.0551
H -2.3089 -8.5353 1.2198
H -0.5963 -8.2137 1.7292
H -2.3955 -5.0932 1.6554
H -3.0486 -6.4324 1.9079
C 0.5475 1.6348 -3.0156
C 1.6035 0.6801 -2.4841
C 1.6711 -0.6606 -3.2224
O 2.8082 1.2422 -2.8659
H -0.3766 1.0580 -3.0536
H 0.8052 2.0537 -3.9883
H 0.4606 2.4388 -2.2848
H 1.4940 0.4412 -1.4263
H 2.6563 -1.0819 -3.4224
H 1.1146 -0.6782 -4.1595
H 1.1888 -1.4261 -2.6146
H 2.6842 1.9071 -3.5472
```

The net charge is 0. The SMILES is COC[C@H](C)N.COC[C@H](C)N.COC[C@H](C)N.COC[C@H](C)N.COC[C@H](C)N.CC(C)O. As for the spin multiplicity: 1. As for the LUMO energy: 0.3 eV.

---

4.
C23H65O36P7V | ωB97M-V/def2-TZVPD

The geometry in XYZ format:
```
132
Properties=species:S:1:pos:R:3
O 1.3560 -0.9759 1.8246
V 0.1477 -0.9798 2.8967
O -1.2131 -1.0920 2.0321
O -2.8621 0.6187 9.7639
C -2.8718 -0.2333 8.7558
O -3.4763 -1.2847 8.9613
O -2.3365 0.0321 7.6624
H -3.2936 -0.1097 10.2165
O 0.0439 -8.2232 3.6908
C -0.3675 -6.9728 3.9918
O 0.2605 -5.9749 3.6432
O -1.2216 -6.8345 4.8398
H 0.6912 -8.0042 3.0165
C 3.9857 1.9160 9.2252
O 5.2292 1.3228 8.7911
P 5.0651 0.0287 7.8118
O 4.0904 0.0325 6.6770
O 6.6466 -0.2396 7.4578
C 7.2529 0.4002 6.3662
O 4.7004 -1.1977 8.8758
C 4.3017 -2.4608 8.3019
H 3.8529 2.9147 8.8091
H 4.1498 2.0669 10.2921
H 3.0203 1.4328 9.0750
H 6.8302 0.1741 5.3873
H 8.2827 0.0754 6.2174
H 7.1623 1.4776 6.5040
H 4.4986 -2.5630 7.2347
H 3.2732 -2.6983 8.5737
H 4.9586 -3.1972 8.7650
C -7.7137 -4.5158 -5.7486
O -7.0186 -5.4140 -4.8832
P -6.1555 -4.7989 -3.6852
O -5.4386 -3.5780 -4.0886
O -7.1476 -4.6897 -2.4080
C -6.7101 -4.5222 -1.0926
O -5.1826 -6.0726 -3.4437
C -3.9270 -5.8387 -2.8332
H -7.0752 -3.7890 -6.2508
H -8.4126 -3.9639 -5.1201
H -8.2911 -5.1350 -6.4351
H -7.2514 -3.7353 -0.5672
H -5.6352 -4.3616 -1.0103
H -6.7502 -5.4556 -0.5312
H -3.8975 -6.3979 -1.8980
H -3.8625 -4.7745 -2.6062
H -3.1155 -6.1488 -3.4915
C 4.8106 -4.0885 -10.0558
O 4.3439 -3.4411 -8.8476
P 3.5808 -2.0227 -8.8121
O 4.4902 -0.9001 -9.0161
O 2.3939 -2.2181 -9.9092
C 1.4412 -1.2096 -10.2128
O 2.8477 -2.1283 -7.3664
C 3.6165 -2.2086 -6.1173
H 5.8998 -4.0704 -10.0193
H 4.4775 -3.5009 -10.9114
H 4.4854 -5.1275 -10.1079
H 1.6575 -0.2465 -9.7504
H 0.4486 -1.4989 -9.8678
H 1.3091 -1.0433 -11.2819
H 3.6673 -1.3181 -5.4907
H 4.6567 -2.4750 -6.3048
H 3.1937 -3.0495 -5.5676
C 2.2564 5.4971 -8.0317
O 0.8503 5.6661 -7.8045
P 0.2439 5.7074 -6.2974
O -1.1887 6.1523 -6.2548
O 0.5774 4.2132 -5.7324
C -0.2085 3.6288 -4.6788
O 1.3240 6.6175 -5.4181
C 1.1420 8.0421 -5.3604
H 2.5103 6.4678 -8.4577
H 2.3923 4.6718 -8.7307
H 2.7725 5.1751 -7.1273
H 0.4268 3.5555 -3.7961
H -0.3020 2.5627 -4.8857
H -1.2413 3.9299 -4.5032
H 2.0165 8.5799 -5.7265
H 0.7668 8.4710 -4.4312
H 0.3221 8.3083 -6.0276
C -0.5248 6.6000 5.3969
O 0.7747 6.6949 4.8897
P 0.9958 6.1263 3.3943
O 0.2818 4.8888 3.0128
O 2.6351 6.0048 3.4146
C 3.4312 7.0720 3.8639
O 0.7549 7.3419 2.4014
C -0.5140 7.7659 1.9794
H -0.4416 6.2846 6.4370
H -1.2559 5.9213 4.9576
H -0.9632 7.5932 5.2989
H 3.9664 7.5752 3.0587
H 4.1582 6.8021 4.6300
H 2.7992 7.8713 4.2509
H -0.6627 8.8457 1.9921
H -1.3218 7.3893 2.6070
H -0.7030 7.5038 0.9385
C -11.1379 3.6863 4.2808
O -10.2282 4.7371 4.5852
P -9.6547 5.8234 3.4587
O -8.7368 6.8801 3.9766
O -10.9659 6.3856 2.7392
C -11.6350 7.5648 3.2374
O -9.0133 4.8033 2.3719
C -7.9352 3.9399 2.7576
H -11.0023 2.7980 4.8978
H -10.9243 3.2933 3.2868
H -12.1744 4.0225 4.3087
H -12.7215 7.5340 3.1548
H -11.4163 8.4386 2.6236
H -11.3995 7.7706 4.2815
H -7.9189 3.1256 2.0333
H -7.9851 3.6329 3.8023
H -7.0637 4.5596 2.5466
C 5.8017 -8.6047 -3.3405
O 6.6747 -9.0485 -2.2790
P 6.3220 -8.4882 -0.7688
O 4.9026 -8.4531 -0.3703
O 7.3367 -9.3836 0.1791
C 8.5423 -9.8438 -0.2696
O 7.0323 -7.0304 -0.8190
C 7.0462 -6.1920 0.3381
H 6.1996 -7.7281 -3.8518
H 4.8383 -8.2274 -2.9977
H 5.4986 -9.4244 -3.9919
H 8.3715 -10.8755 -0.5774
H 9.3202 -9.7729 0.4906
H 8.8607 -9.3066 -1.1630
H 6.6582 -6.6390 1.2534
H 6.4483 -5.2946 0.1790
H 8.0955 -5.9229 0.4587
```

The net charge is -1. As for the spin multiplicity: 1. As for the LUMO energy: -2.4 eV.

---

Values of HOMO level, in order: -11.97; -8.78; -9.25; -4.63, all in eV.
Values of energy, in order: -77686.5783; -49644.4885; -44601.4620; -189332.6026, all in eV.